ORCA calculation (the ωB97M-V functional and the def2-TZVPD basis) on 2 unconnected molecules or ions with the total composition C4H9BrN.

Atoms and positions in Å:
Br1 2.61 1.35 2.51
N1 0.13 1.73 0.15
C1 0.06 -0.99 -0.98
C2 -0.70 -0.33 1.50
C3 0.35 0.55 0.97
C4 0.42 -0.79 0.43
H1 -0.76 -0.39 2.60
H2 0.99 2.25 0.01
H3 -1.10 -0.82 -0.79
H4 0.14 -2.02 -1.33
H5 -0.07 1.32 -0.83
H6 -0.61 2.32 0.44
H7 1.01 -1.49 0.89
H8 -1.57 0.07 0.91
H9 0.68 -0.44 -1.73

Values from the calculation:
Lowest unoccupied orbital energy (eV): -6.6284
Relative energy (zero: lowest compared OMol25 entry of this formula, charge and spin) (eV): 3.396
Charge: +1
HOMO energy (eV): -13.76
Multiplicity: 1

For reference, the Löwdin charges in units of e are: Br 0.100; N 0.245; C -0.037; C 0.030; C -0.345; C -0.259; H 0.145; H 0.157; H 0.147; H 0.096; H 0.193; H 0.162; H 0.128; H 0.129; H 0.111

=====

ORCA calculation (the ωB97M-V functional and the def2-TZVPD basis) on a molecular structure, C21H26ClEuO3P2.

Atoms and positions in Å:
Eu1 0.12 -0.16 -0.10
Cl1 0.73 1.09 2.01
P1 -0.60 -2.46 1.56
P2 0.04 -0.06 -3.44
O1 -0.84 -3.82 0.83
O2 -0.98 -2.79 3.06
O3 -1.64 -1.34 1.01
C1 1.98 -0.02 -5.44
C2 3.27 -0.24 -5.93
C3 -2.35 -2.51 -5.67
C4 -3.12 -1.46 1.22
C5 1.65 -0.43 -4.12
C6 -0.04 -2.33 4.08
C7 0.64 2.36 -2.18
C8 -1.29 2.37 -3.67
C9 2.63 -1.07 -3.33
C10 -1.36 -0.86 -4.20
C11 -3.59 -2.32 -5.06
C12 -0.31 -4.45 -0.36
C13 -1.50 3.72 -3.37
C14 3.91 -1.27 -3.84
C15 0.39 3.71 -1.88
C16 -0.21 1.68 -3.08
C17 -0.67 4.39 -2.47
C18 -1.22 -1.81 -5.23
C19 -3.70 -1.46 -3.96
C20 4.23 -0.88 -5.14
C21 -2.60 -0.73 -3.54
H1 -0.35 -5.53 -0.15
H2 -2.31 4.25 -3.85
H3 3.53 0.10 -6.94
H4 -1.94 1.84 -4.38
H5 -0.81 5.46 -2.28
H6 -0.16 -2.99 4.93
H7 0.67 -1.67 1.64
H8 -0.27 -1.28 4.30
H9 -3.36 -2.52 1.32
H10 -0.24 -2.00 -5.68
H11 -3.56 -1.04 0.32
H12 1.52 1.83 -1.76
H13 0.73 -4.14 -0.58
H14 1.00 -2.37 3.71
H15 -0.95 -4.21 -1.23
H16 1.07 4.23 -1.22
H17 1.22 0.48 -6.07
H18 4.66 -1.75 -3.21
H19 -4.65 -1.33 -3.46
H20 -2.27 -3.20 -6.50
H21 2.37 -1.40 -2.31
H22 -4.49 -2.82 -5.44
H23 -2.68 -0.06 -2.67
H24 -3.39 -0.86 2.09
H25 5.24 -1.04 -5.52
H26 -0.09 -0.69 -2.19

Values from the calculation:
Lowest unoccupied orbital energy (spin up / spin down) (eV): -5.9254 / -6.1513
⟨S²⟩: 12.019
Charge: +2
HOMO energy (spin up / spin down) (eV): -10.83 / -12.58
Multiplicity: 7

For reference, the Löwdin charges in units of e are: Eu 1.069; Cl -0.281; P 0.614; P 1.079; O -0.265; O -0.236; O -0.520; C -0.062; C -0.039; C -0.037; C 0.011; C -0.341; C -0.055; C -0.123; C -0.067; C -0.092; C -0.349; C -0.032; C -0.063; C -0.032; C -0.048; C -0.045; C -0.360; C -0.022; C -0.049; C -0.055; C -0.025; C -0.107; H 0.106; H 0.124; H 0.126; H 0.116; H 0.130; H 0.106; H -0.009; H 0.096; H 0.102; H 0.116; H 0.086; H 0.101; H 0.078; H 0.086; H 0.087; H 0.125; H 0.127; H 0.120; H 0.119; H 0.120; H 0.081; H 0.131; H 0.106; H 0.107; H 0.128; H -0.081

=====

ORCA calculation (the ωB97M-V functional and the def2-TZVPD basis) on 6 unconnected molecules or ions with the total composition C28H27B3ClF41O8.

Atoms and positions in Å:
Cl1 3.35 -1.25 -0.19
F1 -1.41 5.87 -7.39
F2 1.62 -10.35 4.41
F3 -1.48 -9.48 2.17
F4 1.11 -8.98 2.77
F5 -1.15 6.67 8.09
F6 0.63 7.47 6.26
F7 1.78 2.28 6.08
F8 -3.29 3.96 -7.96
F9 6.01 -1.87 3.86
F10 2.02 -1.75 -3.61
F11 -0.70 -1.17 -7.26
F12 0.53 -8.59 6.20
F13 0.90 1.19 -7.17
F14 -1.47 5.42 3.62
F15 2.01 -1.34 -7.09
F16 1.21 5.65 7.34
F17 -4.08 5.96 -7.64
F18 -4.36 7.78 -5.66
F19 -1.17 8.22 4.28
F20 -1.99 6.37 6.09
F21 -2.65 -3.02 -1.93
F22 -2.50 -6.13 2.12
F23 -0.44 -6.85 1.89
F24 2.63 -0.99 4.12
F25 -2.28 6.10 -5.39
F26 3.06 1.65 3.83
F27 4.00 3.31 4.87
F28 -6.65 5.85 -3.84
F29 -4.47 5.71 -3.71
F30 4.98 -1.26 5.70
F31 -2.25 -8.26 0.53
F32 2.42 -3.17 -5.98
F33 2.85 0.39 6.43
F34 0.27 -1.97 -4.88
F35 -2.18 7.71 2.41
F36 -1.39 0.56 -8.41
F37 -0.23 5.86 1.88
F38 -0.89 -9.48 4.81
F39 -5.41 8.21 -3.79
F40 -0.87 2.22 -6.38
F41 3.58 -2.95 4.17
O1 5.01 1.37 4.93
O2 2.54 -3.84 0.07
O3 -0.24 -7.33 4.58
O4 1.37 -0.01 -4.75
O5 -4.34 4.35 -6.08
O6 0.66 6.14 3.87
O7 3.93 -3.38 -1.78
O8 2.35 -5.17 -1.91
C1 3.01 1.71 6.21
C2 0.24 -4.78 -0.48
C3 -0.41 -3.54 -1.18
C4 -2.15 5.26 -6.43
C5 -5.49 6.00 -4.54
C6 0.15 0.67 -4.98
C7 1.35 -9.06 4.09
C8 -0.51 6.24 3.15
C9 0.73 5.42 5.08
C10 -1.63 -7.12 2.47
C11 -0.22 1.01 -6.43
C12 5.37 0.35 4.01
C13 1.48 -1.37 -4.79
C14 0.37 6.15 6.38
C15 -5.55 4.97 -5.68
C16 -1.20 0.08 -7.16
C17 3.73 -1.68 3.74
C18 3.79 1.97 4.91
C19 -3.52 4.91 -7.02
C20 -5.45 7.48 -4.92
C21 -2.23 -8.40 1.87
C22 -1.50 -7.04 4.00
C23 -0.99 7.69 3.06
C24 -1.56 -3.89 -2.12
C25 -1.04 5.95 6.95
C26 5.00 -1.10 4.36
C27 2.43 -1.82 -5.91
C28 0.13 -8.61 4.90
B1 3.15 -4.24 -2.55
B2 3.28 -2.95 -0.65
B3 1.75 -4.64 -0.77
H1 -1.64 -5.98 4.22
H2 3.44 -1.46 -5.71
H3 -6.35 7.75 -5.48
H4 1.80 5.21 5.18
H5 -6.11 5.35 -6.53
H6 0.30 1.64 -4.51
H7 3.79 -1.68 2.65
H8 6.45 0.37 4.02
H9 -6.13 4.15 -5.26
H10 -1.90 -4.92 -1.99
H11 -0.17 -5.71 -0.87
H12 -2.31 -7.57 4.50
H13 0.34 -3.01 -1.78
H14 2.21 -8.44 4.34
H15 3.53 2.15 7.06
H16 -1.24 -3.78 -3.17
H17 -1.64 4.36 -6.10
H18 5.06 0.60 2.99
H19 0.03 -4.72 0.59
H20 3.17 -4.12 -3.72
H21 -2.16 0.05 -6.64
H22 -0.74 -2.83 -0.43
H23 -0.68 0.20 -4.46
H24 -1.20 4.89 7.18
H25 -3.25 -8.55 2.23
H26 0.23 4.46 5.01
H27 -0.27 8.29 2.51

Values from the calculation:
Lowest unoccupied orbital energy (eV): 0.1622
Structure (SMILES): FC(F)C(F)(F)COC(F)(F)C(F)F.FC(F)C(F)(F)COC(F)(F)C(F)F.FC(F)C(F)(F)COC(F)(F)C(F)F.FC(F)C(F)(F)COC(F)(F)C(F)F.FC(F)C(F)(F)COC(F)(F)C(F)F.FCCCB1OBOB(Cl)O1
HOMO energy (eV): -11.44
Multiplicity: 1

Results of the Löwdin charge analysis, in e, for atoms 1 through 99: Cl 0.787; F 0.103; F 0.101; F 0.100; F 0.100; F 0.097; F 0.136; F 0.087; F 0.145; F 0.105; F 0.124; F 0.098; F 0.145; F 0.143; F 0.151; F 0.108; F 0.099; F 0.150; F 0.097; F 0.102; F 0.097; F -0.071; F 0.101; F 0.129; F 0.095; F 0.101; F 0.151; F 0.136; F 0.100; F 0.136; F 0.136; F 0.094; F 0.095; F 0.108; F 0.149; F 0.099; F 0.103; F 0.141; F 0.150; F 0.099; F 0.086; F 0.098; O 0.055; O 0.255; O 0.052; O 0.056; O 0.049; O 0.054; O 0.219; O 0.283; C -0.280; C -0.035; C -0.129; C -0.284; C -0.444; C -0.035; C -0.284; C -0.543; C -0.045; C -0.440; C -0.435; C -0.037; C -0.524; C -0.440; C -0.044; C -0.304; C -0.304; C -0.543; C -0.540; C -0.306; C -0.304; C -0.042; C -0.285; C -0.174; C -0.304; C -0.440; C -0.280; C -0.543; B -0.326; B -1.054; B -0.538; H 0.150; H 0.180; H 0.173; H 0.141; H 0.148; H 0.151; H 0.134; H 0.150; H 0.149; H 0.115; H 0.112; H 0.148; H 0.099; H 0.176; H 0.177; H 0.112; H 0.152; H 0.148

=====

ORCA calculation (the ωB97M-V functional and the def2-TZVPD basis) on a molecular structure, C25H28N4O2PdS2Si.

Atoms and positions in Å:
Pd1 -0.07 0.12 0.11
S1 -1.32 -1.33 1.32
S2 1.29 0.99 1.61
Si1 3.99 0.64 4.03
O1 -5.06 4.94 0.17
O2 -3.98 -0.43 -5.84
N1 -0.08 -2.11 -0.77
N2 2.17 -1.15 0.64
N3 -1.48 1.51 0.59
N4 -1.15 0.47 -1.91
C1 0.16 -4.29 -1.66
C2 4.09 -0.51 5.49
C3 0.43 -2.93 -1.68
C4 -1.15 -3.95 0.32
C5 4.33 -1.57 2.27
C6 2.93 -2.22 0.46
C7 2.70 1.97 4.34
C8 -4.45 4.49 1.35
C9 -3.33 2.80 -0.13
C10 -1.01 -0.15 -3.08
C11 -2.48 3.07 2.07
C12 -3.37 1.06 -2.54
C13 -4.37 0.35 -4.73
C14 -0.64 -4.80 -0.65
C15 4.05 -2.46 1.25
C16 -2.31 1.09 -1.66
C17 -2.38 1.82 -0.37
C18 -2.01 -0.20 -4.03
C19 2.47 -0.33 1.64
C20 -3.39 3.45 1.09
C21 -0.83 -2.61 0.21
C22 -1.54 2.11 1.79
C23 5.63 1.40 3.60
C24 3.52 -0.46 2.53
C25 -3.23 0.40 -3.76
H1 2.98 2.49 5.26
H2 1.06 -2.49 -2.44
H3 -1.85 -0.71 -4.97
H4 -1.76 -4.32 1.13
H5 -2.48 3.52 3.06
H6 4.68 -3.31 1.05
H7 2.65 2.72 3.55
H8 -4.04 5.30 1.96
H9 -4.32 1.53 -2.29
H10 -4.02 3.08 -0.91
H11 -0.05 -0.62 -3.26
H12 2.66 -2.90 -0.34
H13 -4.62 1.37 -5.02
H14 -5.23 4.01 1.95
H15 3.13 -0.99 5.71
H16 5.58 2.03 2.71
H17 4.39 0.05 6.38
H18 -0.86 -5.86 -0.62
H19 -0.83 1.79 2.54
H20 5.98 2.03 4.43
H21 1.70 1.55 4.51
H22 -4.67 -0.43 -6.50
H23 4.83 -1.30 5.34
H24 0.58 -4.93 -2.43
H25 -5.24 -0.07 -4.22
H26 5.20 -1.75 2.90
H27 6.40 0.64 3.44
H28 -4.62 5.74 -0.14

Values from the calculation:
Lowest unoccupied orbital energy (spin up / spin down) (eV): -8.5514 / -8.5523
Relative energy (zero: lowest compared OMol25 entry of this formula, charge and spin) (eV): 0.440
Charge: +2
HOMO energy (spin up / spin down) (eV): -14.30 / -14.30
Multiplicity: 1

For reference, the Löwdin charges in units of e are: Pd 0.762; S 0.829; S 0.835; Si 0.525; O -0.028; O -0.036; N -0.060; N -0.014; N -0.080; N 0.028; C -0.027; C -0.163; C -0.139; C -0.048; C -0.041; C -0.098; C -0.206; C -0.187; C 0.078; C -0.087; C 0.035; C 0.063; C -0.196; C -0.017; C -0.013; C -0.204; C -0.161; C 0.044; C -0.652; C -0.124; C -0.681; C -0.139; C -0.161; C -0.204; C -0.137; H 0.048; H 0.121; H 0.131; H 0.125; H 0.141; H 0.123; H 0.024; H 0.143; H 0.135; H 0.128; H 0.110; H 0.107; H 0.145; H 0.150; H 0.043; H 0.042; H 0.047; H 0.129; H 0.064; H 0.047; H 0.020; H 0.112; H 0.037; H 0.123; H 0.143; H 0.118; H 0.040; H 0.112

=====

Number 1: maximum force 3.83 eV Å⁻¹. Number 2: maximum force 1.62 eV Å⁻¹. Number 3: maximum force 1.24 eV Å⁻¹. Number 4: maximum force 0.56 eV Å⁻¹.